Density functional theory data (ωB97M-V/def2-TZVPD) for a molecular structure, C66H162N14O6 in a non-equilibrium geometry.

Structure (XYZ):
```
248
Properties=species:S:1:pos:R:3:lowdin_charge:R:1
C 1.84774 3.71333 2.30243 -0.089
C 0.45414 3.57416 1.70954 -0.265
N -0.55899 4.52677 2.24431 -0.210
C -0.36939 5.88545 1.70438 -0.232
C -1.58869 6.80670 1.71154 -0.075
C -0.62998 4.59169 3.69569 -0.167
C -1.17548 3.28229 4.33337 -0.045
H 1.98315 3.53562 3.36929 0.088
H 2.12059 4.76800 2.33917 0.118
H 2.54683 3.15574 1.67914 0.050
H 0.32555 3.44878 0.63443 0.048
H 0.06582 2.58398 1.94796 0.037
H 0.38455 6.41910 2.28308 0.112
H -0.02662 5.77433 0.67566 0.115
H -2.26093 6.69210 2.56187 0.077
H -1.30196 7.85692 1.65767 0.077
H -2.24736 6.67625 0.85291 0.040
H -1.18648 5.48792 3.96985 0.111
H 0.35166 4.63077 4.16788 0.107
H -0.39943 2.53747 4.15710 -0.047
H -2.05391 2.79304 3.91255 0.112
H -1.32456 3.36901 5.40965 0.106
C 5.20757 2.80964 -2.19183 -0.065
C 5.36858 4.17576 -1.57324 -0.225
N 4.08885 4.85772 -1.37034 -0.147
C 4.29536 6.27364 -0.98559 -0.240
C 4.82830 7.15614 -2.14253 -0.081
C 3.26996 4.26134 -0.34046 -0.184
C 1.83534 4.21153 -0.73512 -0.152
H 4.69165 2.86165 -3.15060 0.078
H 4.66954 2.16827 -1.49379 0.020
H 6.12482 2.29491 -2.47788 0.094
H 5.78785 3.97983 -0.58636 0.111
H 6.11505 4.78824 -2.07896 0.109
H 3.32040 6.73349 -0.82410 0.105
H 4.77124 6.41416 -0.01506 0.118
H 5.83193 6.85097 -2.43870 0.053
H 4.17954 7.22722 -3.01556 0.074
H 4.88234 8.14487 -1.68693 0.068
H 3.45271 4.77424 0.60382 0.123
H 3.58926 3.23547 -0.15686 0.087
H 1.22950 3.88978 0.11196 0.031
H 1.61539 3.41325 -1.44398 0.004
H 1.46851 5.20024 -1.01075 0.138
C 0.40871 -3.05029 3.03170 -0.197
C -0.73363 -3.96180 3.29058 -0.193
N -0.24303 -5.33062 3.58824 -0.090
C -1.39138 -6.13820 3.99318 -0.237
C -1.88477 -5.78255 5.39724 -0.082
C 0.54631 -5.89916 2.47763 -0.249
C 1.22254 -7.19828 2.82682 -0.070
H 1.31164 -3.30054 3.58864 0.107
H -0.01924 -2.07837 3.27734 0.112
H 0.69870 -3.13057 1.98406 0.048
H -1.24425 -3.54717 4.15974 0.076
H -1.41376 -4.02064 2.44082 0.042
H -2.21457 -6.03662 3.28596 0.089
H -1.30993 -7.22258 3.91842 0.105
H -1.16074 -6.04047 6.17013 0.070
H -2.14729 -4.77838 5.73017 0.038
H -2.67735 -6.44850 5.73849 0.069
H 1.36944 -5.19579 2.35194 0.108
H -0.08230 -6.07166 1.60403 0.110
H 1.91691 -7.46482 2.03001 0.074
H 0.56137 -8.04712 3.00122 0.061
H 1.76940 -7.06797 3.76067 0.082
C 2.90403 1.44858 6.30744 -0.073
C 1.69107 1.29963 5.44972 -0.242
N 1.70575 0.31743 4.36773 -0.236
C 2.40744 -0.92311 4.65834 -0.162
C 2.33385 -2.10498 3.68858 -0.091
C 0.37647 0.05798 3.84926 -0.175
C -0.30645 1.31577 3.22299 -0.058
H 3.79421 1.60899 5.69920 0.080
H 3.04335 0.50804 6.84044 0.073
H 2.84625 2.22086 7.07447 0.088
H 0.90751 1.08907 6.17760 0.132
H 1.51852 2.26029 4.96446 0.107
H 2.11307 -1.19997 5.67066 0.122
H 3.46791 -0.71326 4.79786 0.118
H 2.68228 -1.87214 2.68235 0.040
H 1.32436 -2.51323 3.73725 -0.070
H 3.03911 -2.86420 4.02661 0.135
H 0.46348 -0.67140 3.04395 0.055
H -0.21617 -0.47993 4.58921 0.112
H 0.33954 1.95143 2.61739 0.047
H -1.14237 1.02042 2.58888 0.111
H -0.66194 1.96786 4.02080 -0.079
C -3.08976 5.34143 -4.07042 -0.065
C -1.80641 4.47802 -4.25289 -0.197
N -2.00895 3.21148 -3.52908 -0.191
C -0.75134 2.49148 -3.19399 -0.155
C 0.19770 3.29810 -2.23092 -0.123
C -2.91935 2.33787 -4.27509 -0.168
C -3.60800 1.37293 -3.26051 -0.124
H -3.41890 5.27331 -3.03355 0.044
H -3.97686 5.06453 -4.64004 0.060
H -2.95187 6.37599 -4.38470 0.071
H -1.55896 4.23551 -5.28636 0.115
H -1.06336 5.02801 -3.67542 0.109
H -1.08255 1.57062 -2.71397 0.087
H -0.32142 2.26110 -4.16877 0.092
H 0.77414 4.10947 -2.67534 0.115
H -0.42839 3.62970 -1.40258 0.088
H 1.04995 2.70312 -1.90266 -0.001
H -2.38232 1.73332 -5.00600 0.105
H -3.64630 2.89240 -4.86850 0.124
H -4.28378 0.81069 -3.90496 0.066
H -4.24363 1.95634 -2.59439 0.065
H -2.89934 0.77873 -2.68360 0.080
C 3.52998 0.12392 -1.75233 -0.094
C 2.77097 -1.02928 -1.09277 -0.218
N 2.89356 -2.29076 -1.83040 -0.095
C 2.53870 -3.42459 -0.94578 -0.199
C 3.46197 -3.71352 0.27925 -0.050
C 2.03949 -2.23573 -3.05623 -0.191
C 2.38593 -3.43468 -3.99388 -0.071
H 4.58679 -0.11943 -1.86206 0.116
H 3.45004 0.94063 -1.03491 -0.003
H 3.10131 0.48512 -2.68715 0.015
H 3.07129 -1.09785 -0.04720 0.065
H 1.73576 -0.72836 -0.93192 0.088
H 1.52694 -3.40659 -0.54064 0.076
H 2.55457 -4.24457 -1.66375 0.107
H 4.48728 -3.83533 -0.07002 0.081
H 3.47917 -2.88495 0.98727 0.054
H 3.17750 -4.61160 0.82754 0.075
H 2.08920 -1.26724 -3.55389 0.096
H 0.96883 -2.35421 -2.88970 0.107
H 3.43019 -3.74440 -4.03521 0.072
H 2.08041 -3.11575 -4.99039 0.063
H 1.82886 -4.33909 -3.74925 0.055
C 0.94868 -1.92851 1.21404 -0.117
C 0.63414 -0.43962 1.04277 -0.215
N 0.22584 -0.02401 -0.29597 -0.158
C -0.97158 -0.65835 -0.85484 -0.175
C -2.30647 -0.50050 -0.12634 -0.014
C 0.14202 1.48668 -0.34092 -0.138
C 1.44051 2.13921 0.02087 -0.157
H 0.33041 -2.68410 0.72936 0.064
H 0.93066 -2.14662 2.28185 -0.032
H 1.99959 -2.11713 0.99467 0.068
H -0.16356 -0.14763 1.72578 0.064
H 1.53487 0.04482 1.41976 -0.011
H -1.00424 -0.41201 -1.91612 0.040
H -0.75343 -1.72605 -0.83201 0.095
H -2.92561 -1.32658 -0.47610 0.064
H -2.16408 -0.59452 0.95022 0.034
H -2.76594 0.43987 -0.43078 0.034
H -0.60359 1.89406 0.34186 0.102
H -0.14383 1.77903 -1.35131 0.070
H 1.77362 1.93794 1.03902 0.094
H 1.52877 3.21208 -0.15026 -0.143
H 2.20818 1.68003 -0.60198 0.072
C -4.19339 -0.29745 -5.66899 -0.074
C -2.92964 -0.42681 -4.82203 -0.278
N -3.06371 -1.61051 -3.88589 -0.106
C -1.93970 -1.57618 -2.94982 -0.265
C -2.14977 -2.63590 -1.83312 -0.041
C -3.22864 -2.88594 -4.57268 -0.233
C -1.93238 -3.24133 -5.33216 -0.063
H -4.33142 -1.11953 -6.37131 0.070
H -4.18162 0.63647 -6.23091 0.078
H -5.10654 -0.25715 -5.07516 0.081
H -2.00568 -0.47095 -5.39862 0.105
H -2.78265 0.44939 -4.19055 -0.002
H -1.88779 -0.57257 -2.52772 0.077
H -0.95289 -1.66524 -3.40411 -0.040
H -3.12819 -2.55246 -1.36000 0.069
H -1.53137 -2.40170 -0.96661 0.016
H -2.08467 -3.64598 -2.23760 0.062
H -3.54051 -3.65003 -3.86064 0.093
H -4.11571 -2.81568 -5.20218 0.092
H -1.24963 -3.74079 -4.64478 0.062
H -2.11939 -4.04632 -6.04288 0.064
H -1.47906 -2.42400 -5.89303 0.069
C 3.30487 1.92094 2.94209 -0.261
O 3.68816 3.11486 2.94523 -0.088
N 3.65685 1.00882 1.92493 -0.032
C 2.88731 -0.21264 1.71273 -0.146
C 4.57741 1.37665 0.78902 -0.015
H 2.58841 1.49892 3.66371 0.079
H 2.50213 -0.33634 0.70058 0.057
H 1.96727 -0.20056 2.29709 0.076
H 3.44144 -1.10230 2.01196 0.103
H 5.25903 2.20770 0.97030 0.102
H 5.15647 0.47816 0.57570 0.112
H 4.07428 1.53442 -0.16497 -0.009
C 0.45612 0.03635 -2.83741 -0.272
O -0.38705 -0.74432 -3.26155 -0.072
N 1.23183 0.82107 -3.62101 -0.098
C 2.22713 1.74050 -2.99499 -0.123
C 1.16544 0.90256 -5.08141 -0.006
H 0.67366 0.05899 -1.75834 0.088
H 1.96631 2.79806 -3.03550 0.101
H 3.24361 1.60968 -3.36613 0.092
H 2.28971 1.64065 -1.91137 0.053
H 0.59637 0.11785 -5.57991 0.097
H 0.73387 1.87384 -5.32327 0.081
H 2.15123 0.84781 -5.54326 0.099
C -4.21591 -2.67442 0.08696 -0.257
O -3.04907 -2.49093 0.49974 -0.390
N -4.69569 -3.83659 -0.32315 -0.125
C -6.03337 -3.93438 -0.80741 -0.040
C -3.88981 -5.08596 -0.46764 -0.007
H -4.89254 -1.80593 0.09684 0.188
H -5.87792 -4.04098 -1.88099 0.102
H -6.67081 -3.07323 -0.60696 0.099
H -6.54331 -4.77611 -0.33884 0.096
H -2.99169 -5.03859 0.14819 0.049
H -4.52262 -5.94956 -0.26308 0.113
H -3.61523 -5.29072 -1.50243 0.090
C 0.84355 -5.14969 -0.01678 -0.310
O 1.65140 -4.62417 0.77563 -0.211
N -0.43465 -4.81563 -0.17609 -0.035
C -1.33941 -5.61779 -1.06632 -0.028
C -1.12960 -3.80235 0.67973 -0.088
H 1.20808 -5.96859 -0.65612 0.169
H -0.83370 -6.41121 -1.61663 0.106
H -1.82932 -4.98480 -1.80621 0.042
H -2.11407 -6.07180 -0.44835 0.064
H -1.64863 -3.06050 0.07280 0.053
H -1.89097 -4.31085 1.27121 0.053
H -0.34955 -3.31730 1.26654 0.042
C -2.27858 -2.30879 4.36945 -0.336
O -2.57524 -3.14465 5.24746 -0.052
N -2.67820 -2.47082 3.12848 -0.056
C -2.31856 -1.63262 2.00792 -0.150
C -3.38820 -3.75175 2.73639 0.026
H -1.67855 -1.40067 4.53520 0.135
H -3.23781 -1.21488 1.59731 0.131
H -1.81628 -2.18935 1.21680 0.077
H -1.64002 -0.81363 2.24648 0.092
H -4.32874 -3.50515 2.24377 0.098
H -2.80727 -4.27133 1.97438 0.033
H -3.57291 -4.44665 3.55558 0.107
C -3.73601 4.51465 -0.74689 -0.296
O -3.58643 5.69391 -0.43536 -0.010
N -2.86834 3.53180 -0.36643 -0.098
C -2.94631 2.22723 -1.00740 -0.072
C -1.73517 3.77199 0.40716 -0.080
H -4.53558 4.11473 -1.38950 0.138
H -2.70065 1.36851 -0.38263 0.033
H -2.16444 2.18379 -1.76562 0.055
H -3.86629 2.07328 -1.57135 0.048
H -1.69773 3.03528 1.20963 0.119
H -0.83728 3.68589 -0.20480 0.061
H -1.81600 4.76258 0.85470 0.084
```

Calculated values
* E_tot: -3826.5573 Ha
* gap between HOMO and LUMO: 6.50 eV
* E_LUMO: 0.006 Eh
* ΔE to the lowest compared entry with this formula, charge and spin: 8817.5 kJ/mol